Computed, not measured: a molecular structure, C22H20MnN8O4S, with the ωB97M-V functional and the def2-TZVPD basis.

XYZ file:
```
56
Properties=species:S:1:pos:R:3:forces:R:3:mulliken_spin:R:1
Mn -0.553 0.360 -0.369 0.5 -0.1 -0.6 0.78
S 1.325 1.308 -1.082 -0.7 -0.1 0.2 0.18
O -1.219 -0.309 -1.956 0.3 -0.1 0.5 0.02
O -3.786 2.394 -4.701 0.0 0.0 0.0 0.00
O -2.410 0.122 -3.815 0.1 -0.1 0.3 0.01
O -4.027 4.431 -3.825 0.0 0.0 0.0 0.00
N 1.481 1.261 1.585 0.3 -0.2 -0.4 0.06
N -2.118 0.034 0.844 0.1 0.1 -0.1 -0.01
N 0.214 -1.468 -0.084 -0.2 0.1 -0.1 -0.01
N 3.453 1.618 0.486 0.1 0.0 -0.2 -0.01
N -2.553 3.846 -1.600 0.0 -0.2 0.0 0.00
N 0.607 -3.485 0.643 -0.1 0.2 0.0 0.00
N -1.539 2.038 -0.958 0.0 -0.1 0.0 -0.01
N 0.183 0.922 1.408 0.3 0.0 -0.7 -0.05
C -1.951 0.403 2.133 0.1 0.0 0.0 0.02
C 0.873 -2.171 -1.075 0.1 -0.1 -0.1 0.00
C 0.065 -2.299 0.935 0.1 -0.1 0.2 0.01
C -1.362 4.005 0.599 0.0 0.0 0.0 0.00
C 0.170 0.445 6.117 -0.1 0.0 -0.4 0.00
C -4.251 -0.046 2.587 0.0 0.0 0.0 0.00
C -0.583 0.836 2.449 -0.1 0.1 0.8 -0.02
C -3.313 -0.386 0.420 0.0 0.0 -0.1 0.00
C -3.008 0.387 3.028 0.0 0.0 0.0 0.01
C -1.804 3.294 -0.627 0.0 0.1 0.1 0.00
C -3.591 3.315 -3.781 -0.1 0.0 0.0 0.00
C 1.125 2.516 5.372 -0.3 0.1 -0.9 0.00
C -1.946 0.466 -2.755 -0.3 0.4 -0.4 0.00
C 2.150 1.368 0.457 -0.4 -0.1 0.7 -0.02
C -0.338 0.204 4.836 0.1 -0.2 0.8 0.01
C 0.898 1.603 6.383 -0.3 -0.5 0.0 0.01
C -2.774 2.928 -2.590 0.0 0.0 0.0 0.00
C 0.627 2.278 4.087 0.0 0.0 0.6 0.01
C 1.128 -3.425 -0.628 0.0 0.1 -0.1 0.00
C -4.404 -0.450 1.270 0.1 0.0 0.0 0.01
C -0.111 1.113 3.816 0.2 0.6 -0.2 0.02
C -2.128 1.805 -2.178 -0.1 -0.1 0.0 0.00
H -5.092 -0.067 3.267 0.0 0.0 0.0 0.00
H -0.444 3.554 0.972 0.0 0.0 0.0 0.00
H 1.674 3.426 5.569 0.0 0.0 0.0 0.00
H -0.418 -2.078 1.872 0.0 0.0 0.0 0.00
H 1.280 1.786 7.378 0.0 0.0 0.0 0.00
H -5.353 -0.807 0.895 0.0 0.0 0.0 0.00
H 1.614 -4.263 -1.093 0.0 0.0 0.0 0.00
H 3.983 1.729 -0.361 0.0 0.0 0.0 0.00
H -3.379 -0.687 -0.617 0.0 0.0 0.0 0.00
H -0.881 -0.713 4.648 0.0 0.0 0.0 0.00
H 0.626 -4.287 1.252 0.0 0.0 0.0 0.00
H -2.864 0.722 4.045 0.1 0.0 0.0 0.00
H 3.927 1.702 1.372 0.0 0.0 0.0 0.00
H 1.095 -1.732 -2.030 0.0 0.0 0.0 0.00
H -1.169 5.055 0.387 0.0 0.0 0.0 0.00
H -2.914 4.792 -1.652 0.0 0.0 0.0 0.00
H -3.357 1.536 -4.493 0.0 0.0 0.0 0.00
H 0.000 -0.282 6.899 0.0 0.0 0.0 0.00
H 0.789 3.012 3.312 0.1 0.0 0.0 0.00
H -2.127 3.953 1.375 0.0 0.0 0.0 0.00
```
Positions in Å, forces in eV/Å.

## Properties
frontier orbital gap (spin up / spin down)	5.69 / 5.20	eV
E_LUMO (spin up / spin down)	-8.9 / -9.4	eV
energy relative to the best compared isomer or geometry (same formula, charge and spin)	0.138	eV
2S+1	2
total charge	+2
DFT total energy	-3138.11402	hartree